[1]
DFT (ωB97M-V/def2-TZVPD) results for 4 unconnected molecules or ions with the total composition H8O4.

E_tot: -305.31157 a.u.
Gap between HOMO and LUMO (spin up / spin down): 9.63 / 2.05 eV
Strongest force on any atom: 3.55 eV/Å
Highest occupied orbital energy (spin up / spin down): -13.7 / -13.7 eV
E_LUMO (spin up / spin down): -4.07 / -11.65 eV
2S+1: 2
⟨S²⟩: 0.76
Total charge: +1

XYZ file:
```
12
Properties=species:S:1:pos:R:3:nbo_charge:R:1
O 0.74583 1.37542 -1.39679 -0.55
H -0.02065 1.00565 -0.82814 0.52
H 1.50929 1.76850 -0.91141 0.53
H -1.11023 0.30621 -4.15342 0.51
O -0.87837 -0.27739 -3.42694 -0.58
H -0.34476 0.15974 -2.76812 0.48
O -0.83639 1.14280 0.60852 -0.94
H -1.52013 0.47058 0.69784 0.51
H -1.30664 1.97219 0.73091 0.51
O 1.46893 -3.06262 3.76210 -0.91
H 1.64115 -2.14209 3.44062 0.45
H 0.65197 -2.71900 4.24483 0.46
```



[2]
DFT (ωB97M-V/def2-TZVPD) results for 4 unconnected molecules or ions with the total composition H8O4.

E_tot: -305.33819 a.u.
Gap between HOMO and LUMO (spin up / spin down): 10.54 / 2.99 eV
Strongest force on any atom: 1.80 eV/Å
Highest occupied orbital energy (spin up / spin down): -14.5 / -14.5 eV
E_LUMO (spin up / spin down): -3.99 / -11.54 eV
2S+1: 2
⟨S²⟩: 0.76
Total charge: +1

XYZ file:
```
12
Properties=species:S:1:pos:R:3:nbo_charge:R:1
O -2.06144 31.86908 -5.55680 -0.98
H -2.40206 31.04280 -5.21409 0.50
H -1.97979 32.43258 -4.78736 0.49
O -2.12840 32.18533 -8.51987 -0.73
H -2.47420 32.32955 -7.63904 0.53
H -2.39396 31.29212 -8.73867 0.52
O 0.12840 33.81068 -8.58432 -0.35
H -0.17051 34.33619 -7.84221 0.50
H -0.67687 33.50254 -9.00001 0.52
O -4.87566 29.43774 -9.73610 -0.94
H -5.31402 28.81984 -10.32115 0.49
H -4.59246 30.15066 -10.30861 0.46
```



[3]
DFT (ωB97M-V/def2-TZVPD) results for 4 unconnected molecules or ions with the total composition H8O4.

E_tot: -305.33220 a.u.
Gap between HOMO and LUMO (spin up / spin down): 12.37 / 3.18 eV
Strongest force on any atom: 2.58 eV/Å
Highest occupied orbital energy (spin up / spin down): -16.1 / -14.9 eV
E_LUMO (spin up / spin down): -3.76 / -11.76 eV
2S+1: 2
⟨S²⟩: 0.76
Total charge: +1

XYZ file:
```
12
Properties=species:S:1:pos:R:3:nbo_charge:R:1
O 2.61569 -0.69274 -0.93079 -0.76
H 1.81818 -0.80542 -0.41358 0.46
H 2.35437 -0.12217 -1.65356 0.48
O -0.42619 0.09235 1.06724 -0.90
H -0.34189 0.51343 0.21178 0.52
H 0.04104 0.67318 1.66771 0.52
O -0.46490 2.16406 -0.84437 -0.97
H -0.86906 1.74760 -1.60558 0.48
H -0.17292 3.01756 -1.16457 0.51
O -1.48346 -2.41934 0.90339 -0.35
H -1.82796 -2.67041 1.76043 0.50
H -1.24290 -1.49811 1.00193 0.51
```



[4]
DFT (ωB97M-V/def2-TZVPD) results for 4 unconnected molecules or ions with the total composition H9O4.

E_tot: -306.21493 a.u.
Gap between HOMO and LUMO (spin up / spin down): 3.11 / 12.26 eV
Strongest force on any atom: 1.00 eV/Å
Highest occupied orbital energy (spin up / spin down): -2.7 / -12.0 eV
E_LUMO (spin up / spin down): 0.46 / 0.31 eV
2S+1: 2
⟨S²⟩: 0.75

XYZ file:
```
13
Properties=species:S:1:pos:R:3:nbo_charge:R:1
O 0.32583 -1.40398 -1.68868 -1.25
H 0.37809 -2.38730 -1.66409 0.39
H 0.78244 -1.21200 -2.53789 0.40
O -2.08526 -0.83245 1.37898 -1.02
H -2.78659 -0.45785 1.93427 0.48
H -1.75591 -1.63088 1.81930 0.47
O 1.67975 2.06012 0.17215 -1.04
H 2.53167 2.10602 -0.27321 0.48
H 1.39948 2.93861 0.45760 0.48
O -0.12560 0.26438 0.10231 -0.96
H -0.95823 0.00100 0.57919 0.53
H 0.50685 0.97783 0.35350 0.53
H 0.10747 -0.42349 -0.63343 0.51
```



[5]
DFT (ωB97M-V/def2-TZVPD) results for 4 unconnected molecules or ions with the total composition H9O4.

E_tot: -306.12645 a.u.
Gap between HOMO and LUMO: 13.57 eV
Strongest force on any atom: 0.51 eV/Å
Highest occupied orbital energy: -16.6 eV
E_LUMO: -3.06 eV
Total charge: +1

XYZ file:
```
13
Properties=species:S:1:pos:R:3:nbo_charge:R:1
O 0.10629 2.37627 -0.80854 -0.96
H -0.50555 2.95673 -1.27504 0.51
H 0.90122 2.90488 -0.68222 0.51
O 0.71807 -0.55576 2.29134 -0.95
H 0.42861 -0.28277 3.16905 0.52
H 1.35719 -1.26515 2.42461 0.52
O -0.50088 -1.82306 -1.58245 -0.96
H -1.12650 -2.56153 -1.60885 0.51
H -0.03710 -1.86460 -2.42835 0.51
O -0.56253 0.05007 0.17944 -0.85
H -0.02397 -0.19120 1.02426 0.54
H -0.48294 -0.68398 -0.51120 0.55
H -0.27190 0.94009 -0.19205 0.55
```



[6]
DFT (ωB97M-V/def2-TZVPD) results for 5 unconnected molecules or ions with the total composition H9O5.

E_tot: -381.63733 a.u.
Gap between HOMO and LUMO: 8.62 eV
Strongest force on any atom: 1.15 eV/Å
Highest occupied orbital energy: -4.5 eV
E_LUMO: 4.10 eV
Total charge: -1

XYZ file:
```
14
Properties=species:S:1:pos:R:3:nbo_charge:R:1
O -0.89539 2.52414 1.54266 -0.96
H -1.05951 2.17199 0.65602 0.48
O 3.50304 0.36564 0.19268 -0.97
H 2.92572 0.34307 -0.58102 0.47
H 2.78691 0.05532 0.78505 0.50
O 0.29723 -0.42757 0.54487 -1.32
H -0.06235 -1.15529 1.05052 0.41
H 0.02150 2.28019 1.70527 0.48
O -0.04248 -1.71306 -1.97185 -1.01
H -0.93126 -1.47684 -2.24561 0.46
H 0.10166 -1.21730 -1.13315 0.51
O -2.37296 -0.67856 -0.55421 -1.01
H -2.83010 -0.58627 0.27656 0.45
H -1.44202 -0.48545 -0.26780 0.51
```



Let's list energy above the lowest of the compared OMol25 structures with the same formula, charge and spin in order: 35.1, 18.4, 22.1, 4.4, 0.0, 16.0 kcal per mole.